(1)
{"formula": "C4H11O2P", "method": "wB97M-V/def2-TZVPD", "homo_ev": -9.0625, "e_above_lowest_kj_mol": 61.2, "charge": 0, "spin_multiplicity": 1, "smiles": "CP(C)O.CC=O", "molar_mass_da": 122.1, "largest_force_ev_per_a": 2.7, "lumo_energy_ha": 0.0319, "symbols": ["C", "C", "C", "C", "O", "O", "P", "H", "H", "H", "H", "H", "H", "H", "H", "H", "H", "H"], "positions_angstrom": [[3.483, 0.530, -0.281], [-1.173, -1.503, 0.346], [-2.597, 0.611, 1.273], [2.452, -0.646, -0.358], [-1.225, 0.782, -1.027], [2.713, -1.652, -0.976], [-0.895, 0.360, 0.587], [4.456, 0.187, -0.550], [3.157, 1.105, -1.130], [3.393, 1.241, 0.505], [-0.651, -2.080, -0.495], [-0.979, -1.930, 1.343], [-2.257, -1.701, 0.098], [-2.997, -0.290, 1.709], [-2.623, 1.449, 1.990], [-3.363, 0.811, 0.433], [1.460, -0.491, 0.030], [-2.009, 1.278, -1.207]]}


(2)
{"formula": "C30H25GaN6O2", "method": "wB97M-V/def2-TZVPD", "homo_ev": -12.8664, "charge": 2, "spin_multiplicity": 1, "molar_mass_da": 571.3, "largest_force_ev_per_a": 0.5, "lumo_energy_ha": -0.2252, "symbols": ["Ga", "O", "C", "C", "C", "C", "C", "C", "C", "O", "N", "N", "C", "C", "C", "C", "C", "C", "N", "H", "H", "H", "H", "H", "H", "H", "H", "H", "H", "C", "C", "C", "C", "C", "C", "N", "C", "C", "C", "C", "C", "N", "C", "C", "C", "C", "C", "C", "N", "H", "H", "H", "H", "H", "H", "H", "H", "H", "H", "H", "H", "H", "H", "H"], "positions_angstrom": [[0.182, 0.142, 0.050], [-1.246, 4.419, 3.367], [-1.762, 3.312, 3.938], [-2.500, 3.397, 5.112], [-2.912, 2.258, 5.775], [-2.569, 0.999, 5.286], [-1.842, 0.903, 4.127], [-1.458, 2.047, 3.393], [-0.796, 1.791, 2.133], [-0.065, 0.780, 2.030], [0.261, 3.055, 0.340], [1.047, 2.126, -0.111], [2.249, 2.233, -0.542], [2.746, 1.015, -1.161], [4.021, 0.921, -1.710], [4.406, -0.250, -2.334], [3.495, -1.298, -2.431], [2.253, -1.145, -1.856], [1.889, -0.029, -1.210], [-1.465, 5.198, 3.891], [-2.733, 4.373, 5.523], [-3.490, 2.347, 6.684], [-2.876, 0.106, 5.813], [-1.585, -0.062, 3.713], [2.824, 3.150, -0.568], [4.693, 1.766, -1.648], [5.398, -0.353, -2.752], [3.745, -2.216, -2.942], [1.512, -1.932, -1.914], [2.733, -1.003, 1.950], [2.014, -2.113, 1.251], [2.531, -3.404, 1.207], [1.805, -4.416, 0.605], [0.548, -4.130, 0.090], [0.082, -2.831, 0.165], [0.822, -1.838, 0.701], [-1.265, -2.427, -0.295], [-2.343, -3.266, -0.495], [-3.576, -2.686, -0.796], [-3.714, -1.311, -0.818], [-2.595, -0.521, -0.565], [-1.408, -1.104, -0.377], [-2.573, 0.927, -0.314], [-3.656, 1.721, -0.153], [-3.401, 3.090, 0.202], [-2.189, 3.498, 0.610], [-1.069, 2.512, 0.737], [0.761, 4.373, 0.678], [-1.305, 1.392, -0.126], [3.613, -1.375, 2.467], [2.063, -0.536, 2.674], [3.052, -0.231, 1.247], [3.495, -3.609, 1.650], [2.198, -5.422, 0.551], [-0.056, -4.902, -0.364], [-2.248, -4.337, -0.389], [-4.436, -3.319, -0.967], [-4.674, -0.852, -1.004], [-4.666, 1.364, -0.293], [-4.207, 3.808, 0.125], [-2.004, 4.536, 0.830], [0.069, 4.857, 1.353], [0.879, 4.982, -0.222], [1.729, 4.285, 1.178]]}